Molecular formula: C4H9IOPS
Method: DFT, ωB97M-V/def2-TZVPD

```
17
C4H9IOPS, DFT ωB97M-V/def2-TZVPD
C -0.587 -1.585 -1.302
C -0.366 -2.941 -0.694
C 0.660 2.233 0.650
C -0.353 1.457 1.299
O -2.635 -2.110 0.325
P -0.960 -1.684 0.503
S -3.989 -1.443 0.849
I -4.109 0.651 -0.248
H 0.286 -1.016 -1.586
H -1.426 -1.461 -1.975
H -1.070 -3.731 -0.932
H 0.653 -3.287 -0.571
H 1.542 1.629 0.406
H 0.306 2.779 -0.218
H 1.078 2.936 1.389
H -1.385 1.522 0.996
H -0.113 0.866 2.169
```

Properties
Net charge: +1
Energy relative to the best compared isomer or geometry (same formula, charge and spin), kcal/mol: 42.7